No. 1
{
  "formula": "C24H30N6O4S",
  "method": "ωB97M-V/def2-TZVPD",
  "elements": ["C", "C", "C", "N", "C", "C", "O", "C", "C", "C", "C", "C", "C", "C", "C", "C", "C", "N", "N", "C", "S", "C", "C", "O", "C", "C", "N", "N", "C", "C", "O", "N", "C", "C", "O", "H", "H", "H", "H", "H", "H", "H", "H", "H", "H", "H", "H", "H", "H", "H", "H", "H", "H", "H", "H", "H", "H", "H", "H", "H", "H", "H", "H", "H", "H"],
  "coordinates": [[3.369, 2.380, 1.198], [2.062, 2.391, 1.033], [1.386, 2.562, -0.298], [0.319, 1.607, -0.457], [0.297, 0.404, -1.105], [1.397, -0.160, -1.941], [2.698, 0.023, -1.441], [3.077, -0.643, -0.296], [2.190, -1.325, 0.521], [2.627, -1.949, 1.682], [1.656, -2.695, 2.546], [3.972, -1.884, 2.007], [4.861, -1.216, 1.183], [4.441, -0.583, 0.026], [5.396, 0.106, -0.920], [6.615, 0.708, -0.224], [5.839, -0.894, -1.994], [-0.864, -0.169, -0.949], [-1.631, 0.629, -0.185], [-0.921, 1.686, 0.109], [-1.462, 3.055, 1.018], [-3.183, 2.521, 1.248], [-3.745, 2.080, -0.087], [-3.418, 2.681, -1.106], [-4.609, 0.915, -0.089], [-4.732, 0.176, -1.273], [-4.279, 0.650, -2.434], [-5.341, -1.042, -1.258], [-5.402, -1.851, -2.459], [-5.936, -1.572, -0.113], [-6.476, -2.655, -0.130], [-5.891, -0.790, 1.003], [-6.552, -1.332, 2.178], [-5.236, 0.444, 1.118], [-5.264, 1.034, 2.183], [3.816, 2.260, 2.169], [4.045, 2.497, 0.368], [1.388, 2.278, 1.871], [0.938, 3.562, -0.354], [2.099, 2.433, -1.114], [1.173, -1.222, -2.106], [1.406, 0.349, -2.913], [1.143, -1.381, 0.269], [0.652, -2.292, 2.438], [1.949, -2.641, 3.592], [1.631, -3.746, 2.257], [4.331, -2.363, 2.906], [5.904, -1.191, 1.453], [4.846, 0.910, -1.418], [7.157, 1.347, -0.918], [7.296, -0.069, 0.114], [6.316, 1.306, 0.634], [6.515, -0.417, -2.701], [4.977, -1.270, -2.538], [6.352, -1.737, -1.535], [-3.725, 3.389, 1.623], [-3.203, 1.732, 1.993], [-4.083, 0.031, -3.201], [-3.766, 1.534, -2.339], [-4.398, -2.128, -2.787], [-5.928, -1.320, -3.253], [-5.953, -2.755, -2.204], [-7.595, -1.541, 1.947], [-6.476, -0.588, 2.967], [-6.067, -2.259, 2.483]],
  "nbo_charge": [-0.36, -0.20, -0.26, -0.36, 0.29, -0.10, -0.51, 0.30, -0.27, -0.01, -0.63, -0.24, -0.19, -0.06, -0.24, -0.60, -0.59, -0.29, -0.35, 0.18, 0.28, -0.60, 0.61, -0.63, -0.43, 0.54, -0.77, -0.42, -0.44, 0.81, -0.62, -0.46, -0.42, 0.69, -0.63, 0.21, 0.19, 0.21, 0.23, 0.23, 0.21, 0.21, 0.22, 0.22, 0.22, 0.22, 0.21, 0.21, 0.21, 0.21, 0.20, 0.21, 0.20, 0.21, 0.20, 0.26, 0.27, 0.40, 0.45, 0.20, 0.21, 0.27, 0.21, 0.25, 0.21],
  "total_charge": 0,
  "smiles": "C=CCn1c(COc2cc(C)ccc2C(C)C)nnc1SCC(=O)c1c(N)n(C)c(=O)n(C)c1=O",
  "energy_ha": -1960.27733,
  "homo_lumo_gap_ev": 9.00,
  "relative_energy_kcal_mol": 5.29
}

=====

No. 2
{
  "formula": "C24H30N7PW",
  "method": "ωB97M-V/def2-TZVPD",
  "elements": ["W", "C", "N", "C", "C", "C", "C", "C", "C", "N", "C", "C", "C", "C", "C", "C", "N", "C", "C", "C", "C", "C", "N", "H", "H", "H", "H", "H", "H", "H", "H", "H", "H", "H", "H", "H", "H", "H", "H", "H", "H", "C", "N", "C", "N", "C", "N", "C", "P", "C", "C", "H", "H", "H", "H", "H", "H", "H", "H", "H", "H", "H", "H"],
  "coordinates": [[-0.021, 0.285, 0.301], [-0.015, -0.708, -2.577], [-0.012, -1.300, -1.176], [-1.231, -2.148, -0.950], [-2.402, -1.229, -0.819], [-3.685, -1.565, -1.175], [-4.698, -0.622, -1.016], [-4.377, 0.646, -0.539], [-3.073, 0.924, -0.209], [-2.092, -0.010, -0.309], [1.216, -2.135, -0.943], [2.378, -1.209, -0.794], [3.665, -1.528, -1.150], [4.672, -0.585, -0.959], [4.341, 0.668, -0.452], [3.033, 0.933, -0.129], [2.057, -0.003, -0.260], [0.004, 0.803, -2.629], [0.025, 1.456, -3.843], [0.037, 2.845, -3.867], [0.029, 3.551, -2.665], [0.010, 2.845, -1.489], [-0.004, 1.487, -1.464], [0.850, -1.098, -3.114], [-0.900, -1.073, -3.098], [-1.348, -2.855, -1.771], [-1.090, -2.723, -0.033], [-3.895, -2.546, -1.584], [-5.719, -0.867, -1.283], [-5.130, 1.417, -0.437], [-2.795, 1.914, 0.125], [1.071, -2.714, -0.029], [1.347, -2.840, -1.765], [3.884, -2.499, -1.579], [5.697, -0.817, -1.227], [5.088, 1.440, -0.323], [2.747, 1.914, 0.224], [0.031, 0.888, -4.765], [0.052, 3.373, -4.813], [0.039, 4.632, -2.646], [0.005, 3.354, -0.534], [-1.309, 1.593, 4.942], [-1.354, 2.103, 3.552], [-0.215, 2.990, 3.331], [1.048, 2.282, 3.529], [1.109, 1.777, 4.920], [-0.037, 0.900, 5.183], [0.057, -0.395, 4.708], [0.016, -0.229, 2.705], [-1.436, 1.046, 2.596], [1.271, 1.246, 2.576], [-2.145, 0.923, 5.131], [-1.387, 2.445, 5.613], [-0.269, 3.822, 4.030], [-0.255, 3.397, 2.316], [1.070, 2.633, 5.589], [2.042, 1.243, 5.093], [-0.792, -1.028, 4.958], [0.997, -0.892, 4.939], [-2.385, 0.515, 2.642], [-1.379, 1.525, 1.581], [1.156, 1.710, 1.554], [2.284, 0.848, 2.628]],
  "nbo_charge": [1.55, -0.29, -0.42, -0.27, 0.21, -0.20, -0.03, -0.20, 0.06, -0.56, -0.27, 0.21, -0.20, -0.03, -0.21, 0.07, -0.56, 0.22, -0.21, -0.05, -0.20, 0.05, -0.58, 0.27, 0.27, 0.27, 0.26, 0.28, 0.29, 0.29, 0.23, 0.26, 0.27, 0.28, 0.29, 0.29, 0.23, 0.27, 0.28, 0.29, 0.22, -0.08, -0.40, -0.08, -0.40, -0.08, -0.35, -0.26, 0.56, -0.40, -0.40, 0.24, 0.26, 0.27, 0.20, 0.26, 0.24, 0.28, 0.27, 0.28, 0.18, 0.18, 0.27],
  "total_charge": 4,
  "multiplicity": 3,
  "s_squared": 2.02,
  "energy_ha": -1722.73040,
  "homo_lumo_gap_ev": [5.99, 6.24]
}

=====

No. 3
{
  "formula": "C24H31AlNO4Si",
  "method": "ωB97M-V/def2-TZVPD",
  "elements": ["C", "C", "C", "C", "C", "C", "C", "C", "O", "C", "C", "C", "C", "C", "C", "C", "C", "C", "O", "Si", "C", "C", "C", "C", "C", "C", "O", "N", "C", "O", "H", "H", "H", "H", "H", "H", "H", "H", "H", "H", "H", "H", "H", "H", "H", "H", "H", "H", "H", "H", "H", "H", "H", "H", "H", "H", "H", "H", "H", "H", "H", "Al"],
  "coordinates": [[-3.612, 2.769, -2.002], [-3.332, 2.289, -3.497], [-2.377, 1.016, -3.578], [-0.868, 1.387, -4.033], [0.077, 0.769, -2.923], [0.984, 1.555, -2.060], [1.853, 0.971, -0.979], [2.811, 1.857, -0.078], [2.428, 3.257, -0.073], [1.260, 3.446, 0.613], [-0.045, 3.892, -0.042], [-1.298, 4.062, 0.711], [-1.227, 3.767, 2.184], [0.075, 3.349, 2.856], [1.307, 3.180, 2.123], [1.785, -0.524, -0.777], [2.591, -1.300, 0.333], [1.493, -2.036, 1.258], [1.665, -1.710, 2.650], [0.811, -2.916, 3.558], [-0.882, -3.396, 2.826], [1.952, -4.484, 3.555], [0.500, -2.390, 5.379], [0.898, -1.297, -1.662], [0.033, -0.708, -2.744], [-0.771, -1.828, -3.477], [-1.298, -1.847, -4.565], [-0.700, -2.933, -2.497], [0.574, -2.824, -1.735], [1.159, -3.791, -1.350], [-4.684, 3.133, -1.996], [-3.562, 1.909, -1.264], [-2.907, 3.576, -1.656], [-2.863, 3.092, -4.127], [-4.315, 1.997, -3.954], [-2.810, 0.184, -4.208], [-2.331, 0.589, -2.525], [-0.719, 2.488, -4.169], [-0.671, 0.777, -4.959], [1.005, 2.666, -2.234], [2.888, 1.405, 0.948], [3.851, 1.790, -0.525], [-0.095, 4.111, -1.140], [-2.227, 4.363, 0.173], [-2.162, 3.862, 2.794], [0.114, 3.162, 3.966], [2.274, 2.866, 2.583], [3.147, -2.125, -0.186], [3.259, -0.641, 0.947], [0.452, -1.676, 0.968], [1.531, -3.142, 1.052], [-1.391, -2.562, 2.256], [-0.845, -4.357, 2.230], [-1.554, -3.620, 3.715], [1.731, -5.077, 2.625], [3.006, -4.084, 3.467], [1.789, -5.053, 4.511], [1.428, -1.898, 5.773], [0.233, -3.344, 5.929], [-0.422, -1.736, 5.469], [-1.483, -2.721, -1.851], [0.489, -3.515, -4.585]],
  "nbo_charge": [-0.62, -0.41, -0.39, -0.45, 0.12, -0.20, -0.04, -0.13, -0.40, 0.57, -0.16, -0.20, 0.12, -0.17, -0.21, 0.17, -0.49, -0.08, -0.82, 1.84, -1.16, -1.04, -1.09, -0.15, -0.09, 0.61, -0.49, -0.81, 0.65, -0.42, 0.26, 0.20, 0.17, 0.22, 0.25, 0.24, 0.18, 0.25, 0.27, 0.24, 0.23, 0.28, 0.28, 0.30, 0.28, 0.29, 0.29, 0.27, 0.25, 0.17, 0.21, 0.24, 0.26, 0.28, 0.25, 0.26, 0.28, 0.26, 0.27, 0.26, 0.45, 0.97],
  "total_charge": 3,
  "energy_ha": -1819.43004,
  "homo_lumo_gap_ev": 1.98,
  "relative_energy_kcal_mol": 86.28
}

=====

No. 4
{
  "formula": "C24H31AuF5N6O3",
  "method": "ωB97M-V/def2-TZVPD",
  "elements": ["Au", "C", "C", "O", "N", "C", "C", "C", "C", "C", "C", "N", "H", "H", "H", "H", "H", "H", "H", "H", "H", "H", "C", "N", "C", "N", "C", "N", "C", "N", "C", "C", "H", "H", "H", "H", "H", "H", "H", "H", "H", "H", "H", "H", "F", "C", "C", "F", "C", "F", "C", "O", "C", "F", "C", "F", "C", "C", "C", "C", "O", "H", "H", "H", "H", "H", "H", "H", "H", "H"],
  "coordinates": [[0.270, 1.136, 0.433], [-0.523, 5.182, 2.685], [-0.651, 4.031, 1.727], [0.332, 3.379, 1.385], [-1.894, 3.829, 1.260], [-2.250, 2.914, 0.181], [-1.383, 3.192, -1.018], [-1.757, 4.144, -1.955], [-0.882, 4.466, -2.980], [0.350, 3.832, -3.030], [0.644, 2.885, -2.066], [-0.207, 2.573, -1.098], [0.398, 5.091, 3.252], [-1.375, 5.243, 3.356], [-0.469, 6.099, 2.100], [-2.630, 4.410, 1.630], [-3.301, 3.074, -0.064], [-2.122, 1.871, 0.489], [-2.717, 4.629, -1.862], [-1.162, 5.213, -3.710], [1.077, 4.069, -3.789], [1.592, 2.371, -2.045], [1.007, -3.087, -1.818], [1.256, -4.472, -1.449], [2.560, -4.574, -0.807], [2.597, -3.755, 0.400], [2.327, -2.369, 0.032], [1.031, -2.275, -0.618], [0.004, -2.722, 0.301], [0.244, -4.106, 0.688], [0.227, -4.922, -0.523], [1.556, -4.206, 1.312], [0.027, -3.005, -2.293], [1.774, -2.745, -2.515], [3.331, -4.233, -1.503], [2.751, -5.615, -0.537], [3.105, -2.010, -0.645], [2.299, -1.741, 0.927], [-0.979, -2.640, -0.168], [0.041, -2.069, 1.177], [-0.749, -4.841, -1.007], [0.409, -5.964, -0.254], [1.743, -5.240, 1.603], [1.574, -3.583, 2.208], [-1.507, -0.291, -6.058], [-1.446, -0.283, -4.726], [-0.223, -0.172, -4.070], [0.913, -0.090, -4.773], [-0.175, -0.125, -2.688], [1.032, 0.027, -2.092], [-1.324, -0.166, -1.867], [-1.310, -0.104, -0.587], [-2.543, -0.300, -2.579], [-3.674, -0.370, -1.861], [-2.608, -0.373, -3.960], [-3.791, -0.494, -4.562], [-0.679, -0.896, 3.485], [0.601, -0.082, 3.179], [1.789, -0.619, 4.004], [0.357, 1.379, 3.596], [0.936, -0.173, 1.840], [-1.041, -0.655, 4.480], [-0.474, -1.963, 3.438], [-1.449, -0.665, 2.750], [1.548, -0.604, 5.064], [2.660, 0.006, 3.822], [2.031, -1.637, 3.705], [0.249, 1.455, 4.674], [-0.547, 1.747, 3.117], [1.202, 1.986, 3.277]],
  "nbo_charge": [1.39, -0.71, 0.71, -0.67, -0.59, -0.28, 0.23, -0.23, -0.11, -0.23, 0.07, -0.50, 0.26, 0.24, 0.25, 0.42, 0.25, 0.24, 0.24, 0.25, 0.25, 0.24, -0.07, -0.46, -0.08, -0.47, -0.08, -0.46, -0.09, -0.47, -0.08, -0.07, 0.19, 0.20, 0.20, 0.21, 0.20, 0.22, 0.20, 0.22, 0.20, 0.21, 0.21, 0.19, -0.27, 0.29, 0.26, -0.28, 0.31, -0.31, 0.17, -0.62, 0.33, -0.29, 0.27, -0.27, -0.64, 0.24, -0.61, -0.63, -0.70, 0.22, 0.22, 0.21, 0.23, 0.22, 0.22, 0.23, 0.18, 0.22],
  "total_charge": 1,
  "energy_ha": -2122.02169,
  "homo_lumo_gap_ev": [3.73, 3.73]
}